The following is a DFT calculation (wB97M-V/def2-TZVPD) of C25H17ClN5O4PPt as an isolated structure.

Cartesian coordinates (Å):
1 Pt -0.2656 -0.8941 0.8135
2 O 0.1235 -1.0929 6.6253
3 C -0.4239 -2.2138 6.1838
4 O -0.7830 -3.0951 6.9204
5 C -0.6115 -2.3535 4.7088
6 C -1.1619 -3.4788 4.1222
7 N -1.1893 -3.2838 2.7994
8 N -0.6800 -2.0888 2.4859
9 C -0.3250 -1.5087 3.6260
10 C 0.2909 -0.1504 3.5113
11 O 0.6605 0.4522 4.5064
12 O 0.4118 0.2973 2.3027
13 H 0.3632 -0.4704 5.8895
14 H -1.5241 -4.3873 4.5721
15 H -1.5220 -3.9481 2.0995
16 Cl 2.0190 -1.8463 -1.8988
17 C 0.7779 -1.1769 -2.9094
18 C 0.5782 -1.7392 -4.1575
19 C -0.4043 -1.2232 -4.9893
20 C -1.1753 -0.1497 -4.5741
21 C -0.9671 0.4067 -3.3209
22 C 0.0097 -0.0991 -2.4674
23 P 0.2462 0.5833 -0.7997
24 C 1.9166 1.2794 -0.8214
25 C 2.5976 1.5080 0.3715
26 C 3.8550 2.0939 0.3435
27 C 4.4345 2.4510 -0.8648
28 C 3.7564 2.2247 -2.0548
29 C 2.5002 1.6405 -2.0356
30 C -0.8728 2.0052 -0.7056
31 C -0.4574 3.2974 -1.0092
32 C -1.3639 4.3472 -0.9552
33 C -2.6836 4.1100 -0.6027
34 C -3.1023 2.8216 -0.2956
35 C -2.1996 1.7725 -0.3406
36 H 1.1881 -2.5768 -4.4659
37 H -0.5633 -1.6658 -5.9635
38 H -1.9412 0.2557 -5.2211
39 H -1.5736 1.2429 -2.9997
40 H 2.1451 1.2364 1.3153
41 H 4.3818 2.2684 1.2723
42 H 5.4175 2.9035 -0.8809
43 H 4.2075 2.4988 -2.9994
44 H 1.9791 1.4593 -2.9676
45 H 0.5733 3.4896 -1.2775
46 H -1.0344 5.3520 -1.1842
47 H -3.3872 4.9311 -0.5580
48 H -4.1297 2.6365 -0.0116
49 H -2.5198 0.7677 -0.0903
50 N -2.1328 -5.7253 1.0751
51 C -1.7881 -5.1716 0.1166
52 N -1.3881 -4.5397 -0.9830
53 C -1.2117 -3.2936 -0.7406
54 N -1.0511 -2.1600 -0.5151

E_HOMO: -9.22 eV
Total charge: 0
Relative energy (zero: lowest compared OMol25 entry of this formula, charge and spin): 0.00 kcal per mole
Gap between HOMO and LUMO: 9.091 eV
2S+1: 1